Molecular formula: C5H8N2S
Method: DFT, ωB97M-V/def2-TZVPD

Values from the calculation:
Total charge = 0
E = -702.7854 hartree
HOMO level = -8.04 eV

Positions of all 16 atoms, in Å:
C (1.0440, -0.4960, 0.2798)
C (-1.3214, -1.2811, 0.0489)
C (-2.6287, -1.0606, -0.1750)
C (-3.2201, 0.2752, -0.2940)
C (-3.2379, 1.6787, 0.1041)
H (4.0359, 1.2696, -0.7076)
H (1.2314, -1.6738, 0.0921)
H (-0.6688, 0.9013, 0.8940)
H (-1.2589, -2.4592, 0.1049)
H (-3.1267, -1.9133, -0.3296)
H (-4.1219, 0.1079, -0.9970)
H (-2.5793, 2.4925, 0.7973)
H (-4.2052, 2.0351, -0.5640)
N (1.8078, 0.5314, 0.0476)
N (-0.3252, -0.3118, 0.4618)
S (3.5312, 0.1878, -0.1649)

---

Molecular formula: C5H8N2S
Method: DFT, ωB97M-V/def2-TZVPD

Values from the calculation:
Total charge = 0
E = -702.9393 hartree
HOMO level = -6.98 eV
SMILES = CSc1nc[nH]c1C

Positions of all 16 atoms, in Å:
C (1.2628, -0.8841, -2.7203)
S (-0.3765, -0.9503, -1.9466)
C (-0.0538, -0.0333, -0.5107)
N (1.1764, 0.3070, -0.2245)
C (1.3302, 0.7859, 1.0100)
N (0.2069, 0.5733, 1.7407)
C (-0.8104, 0.0754, 0.9543)
C (-2.1982, 0.0252, 1.4494)
H (1.5460, 0.1624, -2.9345)
H (1.2346, -1.3742, -3.7474)
H (1.9350, -1.2334, -1.9084)
H (2.1895, 1.4256, 1.2873)
H (0.1673, 0.6296, 2.8058)
H (-2.6843, 0.9948, 1.0351)
H (-2.9458, -0.7053, 1.1482)
H (-1.9796, 0.2015, 2.5615)

---

Molecular formula: C5H8N2S
Method: DFT, ωB97M-V/def2-TZVPD

Values from the calculation:
Total charge = 0
E = -702.9141 hartree
HOMO level = -8.46 eV
SMILES = CN(C)c1nccs1

Positions of all 16 atoms, in Å:
C (1.3935, -1.6500, 0.3884)
N (1.0558, -0.5292, -0.4810)
C (1.8800, 0.6452, -0.5849)
C (-0.5609, 0.0399, -0.0577)
N (-0.8548, 1.2128, -0.3395)
C (-2.2109, 1.4555, -0.1106)
C (-2.9647, 0.3845, 0.2478)
S (-1.8981, -0.9929, 0.4682)
H (2.3765, -1.5041, 0.9058)
H (0.5305, -1.8336, 1.0909)
H (1.5364, -2.5708, -0.1553)
H (1.3051, 1.4421, -0.9164)
H (2.2680, 0.9080, 0.3053)
H (2.8566, 0.3580, -1.1238)
H (-2.7436, 2.3823, -0.4609)
H (-3.9695, 0.2522, 0.8236)

---

Molecular formula: C5H8N3
Method: DFT, ωB97M-V/def2-TZVPD

Values from the calculation:
Total charge = +1
E = -359.2885 hartree
HOMO level = -14.18 eV
SMILES = Cn1ncccc1=[NH2+]

Positions of all 16 atoms, in Å:
C (1.4801, -1.5175, -0.0475)
N (0.2726, -0.6883, -0.0295)
N (-0.8902, -1.3400, 0.0449)
C (-2.0393, -0.7047, -0.0461)
C (-2.1168, 0.6712, -0.0159)
C (-0.9045, 1.3199, 0.0382)
C (0.3540, 0.6618, -0.0355)
N (1.5308, 1.2617, -0.0007)
H (2.3205, -1.0318, 0.3835)
H (1.1319, -2.3642, 0.4908)
H (1.9996, -1.7884, -0.9297)
H (-3.0406, -1.3072, -0.0557)
H (-3.0848, 1.3212, -0.2228)
H (-0.8380, 2.4632, 0.0437)
H (1.4442, 2.3403, -0.0124)
H (2.3807, 0.7028, 0.3947)

---

Molecular formula: C5H8N3O
Method: DFT, ωB97M-V/def2-TZVPD

Values from the calculation:
Total charge = -1
E = -434.7194 hartree
HOMO level (spin up / spin down) = -2.52 / -2.51 eV

Positions of all 17 atoms, in Å:
C (2.2856, -1.2189, 0.4043)
C (2.3786, 0.1411, 0.4010)
C (0.2893, -0.4983, 0.1381)
C (0.6411, 1.9472, 0.1206)
C (-2.2609, -1.4602, 0.1231)
N (0.9869, -1.6107, 0.2414)
N (1.0875, 0.5885, 0.2321)
N (-1.7785, -0.1057, -0.1857)
O (-2.1498, 0.7715, 0.6827)
H (3.0763, -1.9428, 0.5334)
H (3.2160, 0.8105, 0.5020)
H (1.0524, 2.5634, 0.9300)
H (0.9453, 2.3835, -0.8408)
H (-0.4504, 1.9281, 0.1898)
H (-1.6413, -2.1797, -0.4095)
H (-2.2472, -1.6860, 1.1971)
H (-3.2968, -1.5346, -0.2315)

---

Molecular formula: C5H8N3O
Method: DFT, ωB97M-V/def2-TZVPD

Values from the calculation:
Total charge = +1
E = -434.2399 hartree
HOMO level (spin up / spin down) = -11.78 / -14.30 eV
Multiplicity = 3

Positions of all 17 atoms, in Å:
C (-2.0324, -1.6259, 0.4189)
C (-1.9163, -0.3382, 0.3817)
C (-2.2987, 1.8022, -0.6266)
C (4.3689, -0.1541, 0.1249)
C (-1.9348, 0.9800, 0.5247)
N (-0.8556, -2.2972, -0.0130)
N (0.8856, -0.9590, -0.6099)
N (0.1336, -1.6714, -0.0665)
O (3.2836, -0.1203, 0.6636)
H (-2.7623, -2.3396, 0.6107)
H (-1.4416, 2.6126, -0.9437)
H (-2.3418, 1.1414, -1.5217)
H (-3.0734, 2.4682, -0.2636)
H (5.0709, 0.5528, 0.5253)
H (4.7763, -0.8270, -0.5694)
H (1.8428, -0.7496, -0.0772)
H (-1.7051, 1.5251, 1.4419)

---

Molecular formula: C5H8N3O2
Method: DFT, ωB97M-V/def2-TZVPD

Values from the calculation:
Total charge = +1
E = -509.7447 hartree
HOMO level = -14.49 eV
SMILES = COC(=O)n1nccc1[NH3+]

Positions of all 18 atoms, in Å:
C (1.5136, -2.4674, 0.5404)
O (0.5256, -1.3909, 0.3429)
C (0.5900, -0.7127, -0.8356)
O (1.4615, -0.8912, -1.6399)
N (-0.4980, 0.0658, -0.9933)
N (-1.1546, 0.5472, -2.0441)
C (-1.7734, 1.6011, -1.6136)
C (-1.4921, 1.9755, -0.2506)
C (-0.6203, 0.9598, 0.1121)
N (-0.0597, 0.8633, 1.3867)
H (2.3347, -1.9128, 0.9924)
H (1.8182, -2.9474, -0.3919)
H (1.0816, -3.1787, 1.2704)
H (-2.3769, 2.1377, -2.2957)
H (-1.7484, 2.8788, 0.2926)
H (0.5634, 1.7490, 1.5512)
H (0.6192, -0.0048, 1.3710)
H (-0.7844, 0.7277, 2.2049)

---

Molecular formula: C5H8N3O3S
Method: DFT, ωB97M-V/def2-TZVPD

Values from the calculation:
Total charge = +1
E = -983.1323 hartree
HOMO level = -12.75 eV

Positions of all 20 atoms, in Å:
C (-2.4417, 0.6218, 1.4279)
C (0.4773, -1.6511, -0.4067)
C (1.0177, 0.5624, 0.1864)
C (-1.6850, -0.4347, -0.3236)
C (3.2496, 1.2472, -0.4365)
N (-3.3092, 1.1040, 0.4522)
N (-1.5896, -0.2772, 1.0015)
N (-0.8253, -1.2298, -1.0632)
O (0.3504, -2.1642, 0.7954)
O (1.4205, -0.6501, -0.4889)
O (1.9792, 1.3685, 0.2185)
S (-2.8991, 0.5323, -1.0802)
H (-2.8527, 0.6178, 2.4418)
H (0.8663, -2.3335, -1.1602)
H (3.7010, 0.6072, 0.2406)
H (3.7075, 2.1272, -0.3548)
H (3.2485, 0.8782, -1.3724)
H (-3.7768, 1.9833, 0.5205)
H (0.4892, -1.4507, 1.4441)
H (-1.1279, -1.4585, -2.0423)

---

Molecular formula: C5H8N3OS
Method: DFT, ωB97M-V/def2-TZVPD

Values from the calculation:
Total charge = +1
E = -832.5521 hartree
HOMO level (spin up / spin down) = -12.41 / -12.41 eV

Positions of all 18 atoms, in Å:
C (-1.7416, -0.4064, -0.3617)
C (2.1382, 0.2490, -0.7594)
C (-2.9370, 0.1919, -0.1633)
C (2.3341, 0.7498, -1.9722)
C (2.9318, -0.7069, 1.3064)
N (0.6217, -0.4379, 0.6979)
N (1.9171, -0.2477, 0.3972)
N (-3.8715, -0.2824, 0.7177)
O (-2.9244, 1.4827, -0.5703)
S (-0.3266, -1.0869, -0.4535)
H (2.1364, 0.2224, -2.8751)
H (-3.6746, 1.9394, -0.1549)
H (2.6790, 1.7944, -1.9901)
H (3.5485, 0.1872, 1.6972)
H (2.3002, -1.1094, 2.0873)
H (3.5222, -1.4268, 0.7888)
H (-3.8419, -1.2294, 0.9701)
H (-4.8114, 0.1170, 0.6376)

---

Molecular formula: C5H8N4
Method: DFT, ωB97M-V/def2-TZVPD

Values from the calculation:
Total charge = 0
E = -414.2432 hartree
HOMO level = -9.23 eV
SMILES = [H]/N=C\N1C=N/C(=N/[H])CC1

Positions of all 17 atoms, in Å:
H (-2.4779, -1.4545, -0.7799)
N (-2.9953, -0.5925, -0.5891)
C (-2.2314, 0.4729, -0.1225)
N (-0.9528, 0.2697, 0.2906)
C (-0.0913, 1.3824, 0.2833)
N (1.1756, 1.2946, -0.1200)
C (1.8090, 0.0798, -0.1324)
N (2.9599, -0.2429, -0.6722)
H (2.8192, -1.3311, -0.5287)
C (1.0500, -0.9181, 0.6509)
C (-0.4361, -1.0651, 0.3229)
H (-2.7243, 1.4038, 0.2824)
H (-0.7518, 2.2454, 0.3003)
H (1.2575, -0.6181, 1.6342)
H (1.5100, -1.9648, 0.3793)
H (-0.3981, -1.5638, -0.6594)
H (-1.1469, -1.5305, 0.9945)